## w
# C5H13NO

A 2-piece molecular cluster, C5H13NO overall (the ωB97M-V functional and the def2-TZVPD basis, OMol25).

Each line ends with the Mulliken charge.
Positions of all 20 atoms, in Å:
C  -0.845  -0.877  1.358  -0.9194
C  2.589  -0.739  -2.105  -1.1070
N  -0.888  0.297  0.554  -0.1652
C  1.333  -0.021  -1.647  -0.0452
H  0.137  -1.662  -1.571  0.3459
C  -1.090  0.090  -0.846  -0.7901
C  0.143  -0.576  -1.474  -0.3472
H  -0.191  -1.616  0.888  0.2897
H  -1.969  -0.513  -1.135  0.2619
H  -1.815  -1.366  1.584  0.3064
H  1.447  1.053  -1.536  0.3322
H  -0.344  -0.765  2.327  0.2950
H  2.995  -1.427  -1.364  0.2725
H  -1.936  3.043  3.852  0.3072
H  -1.222  0.985  -1.468  0.4351
H  2.512  -1.202  -3.085  0.3153
H  3.305  0.083  -2.218  0.3277
O  -1.717  2.336  3.248  -0.6138
H  -1.392  1.063  0.960  0.1953
H  -1.051  1.813  3.679  0.3039

Properties
E_HOMO = -8.28 eV
SMILES string = C/C=C/CNC.O
Spin multiplicity = 1

***

## x
# C5H13NO

One molecule with the formula C5H13NO (the ωB97M-V functional and the def2-TZVPD basis, OMol25).

Each line ends with the Mulliken charge.
Positions of all 20 atoms, in Å:
C  -2.573  -1.017  0.564  -1.1926
H  1.700  -1.217  -1.197  0.3839
H  3.611  -0.139  -0.813  0.3124
H  0.115  1.149  1.425  0.2614
H  1.700  1.837  0.918  0.3640
C  1.734  -0.317  -0.543  -0.4829
C  0.693  1.608  0.606  -1.1926
O  2.894  0.499  -0.697  -0.4915
C  -1.091  -0.864  0.115  -0.3298
H  1.598  -0.682  0.529  0.2003
H  -3.006  -0.006  0.702  0.2807
C  0.557  0.720  -0.638  0.0594
H  -1.015  -0.240  -1.650  0.3170
H  -2.381  -1.506  1.530  0.3310
H  -3.316  -1.521  -0.041  0.3380
H  0.883  1.223  -1.540  0.3760
N  -0.861  0.300  -0.796  -0.4083
H  -0.701  -0.561  1.124  0.2244
H  0.122  2.553  0.542  0.3233
H  -0.660  -1.818  -0.140  0.3257

Properties
E_HOMO = -9.29 eV
SMILES string = CCN[C@@H](C)CO
Spin multiplicity = 1

***

## y
# C5H13NO

A 3-piece molecular cluster, C5H13NO overall (the ωB97M-V functional and the def2-TZVPD basis, OMol25).

Each line ends with the Mulliken charge.
Positions of all 20 atoms, in Å:
H  -2.844  1.200  1.298  0.3488
O  2.044  0.039  0.754  -0.6839
H  3.797  -1.104  0.817  0.2666
C  -0.942  -0.515  1.073  -0.3281
C  -0.290  0.242  -1.769  -0.6227
H  -0.106  0.014  0.539  0.1126
H  2.230  -1.937  0.650  0.1988
H  -0.474  -1.493  1.229  0.2387
H  -0.685  -0.453  -1.027  0.3528
H  2.866  -1.257  -0.740  0.2687
H  0.915  1.952  -1.676  0.2973
H  -1.010  0.041  2.016  0.3478
N  -2.154  -0.501  0.375  -0.3072
H  1.471  0.583  -0.480  0.3475
H  -1.782  1.541  -0.063  0.2917
C  0.724  0.948  -1.310  -0.4432
H  -3.457  1.020  -0.342  0.2817
C  -2.580  0.863  0.280  -0.6489
C  2.805  -1.038  0.358  -0.6132
H  -0.714  0.108  -2.762  0.2944

Properties
E_HOMO = -7.75 eV
Spin multiplicity = 1

***

Consider the structures shown above. The least stable of them is y.